DFT (ωB97M-V with the def2-TZVPD basis set) results for a 2-piece molecular cluster, CH3NSi overall at a distorted geometry.

Geometry as XYZ:
```
6
Properties=species:S:1:pos:R:3
C 1.23 0.19 -0.05
N 2.30 -0.11 0.15
Si -0.55 0.44 0.11
H -1.21 0.92 -1.03
H -0.97 -1.83 -0.73
H -0.80 0.39 1.54
```

Output
E_LUMO = -1.1 eV
orbital gap = 8.136 eV
2S+1 = 1

DFT (ωB97M-V with the def2-TZVPD basis set) results for a 2-piece molecular cluster, CH3NSi overall at a distorted geometry.

Geometry as XYZ:
```
6
Properties=species:S:1:pos:R:3
C -1.40 -0.89 -0.99
N -2.27 -1.32 -1.60
Si 0.77 0.47 0.55
H 0.12 1.62 1.15
H 1.12 -0.63 1.44
H 1.66 0.75 -0.55
```

Output
E_LUMO = -2.1 eV
orbital gap = 8.404 eV
2S+1 = 1

DFT (ωB97M-V with the def2-TZVPD basis set) results for a 2-piece molecular cluster, CH3O2PS overall at a distorted geometry.

Geometry as XYZ:
```
8
Properties=species:S:1:pos:R:3
C 3.62 0.78 0.65
O 1.24 1.28 -0.38
O 3.83 1.41 1.56
P -0.88 -1.02 -0.54
S -0.42 0.96 -0.21
H 1.49 0.75 -1.11
H -2.18 -0.64 -0.59
H -0.99 -1.41 0.81
```

Output
E_LUMO = 0.7 eV
orbital gap = 9.633 eV
2S+1 = 1

DFT (ωB97M-V with the def2-TZVPD basis set) results for CH3O2PS as an isolated structure at a distorted geometry.

Geometry as XYZ:
```
8
Properties=species:S:1:pos:R:3
C 2.45 0.63 0.45
O 1.29 -1.64 -0.51
O 2.94 0.19 -0.53
P -0.85 0.46 -0.34
S 0.65 -0.75 0.62
H 2.13 -1.07 -0.74
H -0.27 1.58 0.15
H -1.75 -0.11 0.54
```

Output
E_LUMO = 0.3 eV
orbital gap = 9.438 eV
2S+1 = 1

DFT (ωB97M-V with the def2-TZVPD basis set) results for a 2-piece molecular cluster, CH3O2S2 overall at a distorted geometry.

Geometry as XYZ:
```
8
Properties=species:S:1:pos:R:3
C -0.54 1.31 0.18
O -0.38 -2.22 1.18
O 1.09 -1.16 -0.85
S 0.89 1.95 -0.40
S -0.42 -1.74 -0.22
H -0.54 0.89 1.20
H -1.34 1.17 -0.49
H 1.24 -0.20 -0.59
```

Output
charge = -1
E_LUMO (alpha / beta) = 3.7 / 3.3 eV
orbital gap (alpha / beta) = 6.980 / 5.320 eV
2S+1 = 1

DFT (ωB97M-V with the def2-TZVPD basis set) results for a 2-piece molecular cluster, CH3O3 overall at a distorted geometry.

Geometry as XYZ:
```
7
Properties=species:S:1:pos:R:3
O 1.16 -3.25 -1.20
H 0.64 -2.51 -0.81
H 1.90 -2.81 -1.67
O -1.74 -0.74 0.97
O 0.00 0.00 0.00
C -1.21 -0.25 -0.09
H -1.92 0.18 -0.83
```

Output
charge = -1
E_LUMO = 4.2 eV
orbital gap = 7.644 eV
2S+1 = 1